Model A:
Formula: C4H12N2O2
Source: the Open Molecules 2025 dataset
Level of theory: ωB97M-V with the def2-TZVPD basis set

Last column: Löwdin charge in e.
Cartesian coordinates (Å):
1 O -1.79101 -0.68748 -0.57585  -0.179
2 O -0.05064 2.14196 0.59273  -0.040
3 N -0.06151 -0.67515 -0.56173  -0.021
4 N 0.42894 0.23566 1.73773  0.099
5 C 0.58656 1.04693 0.59522  -0.607
6 C -2.52414 0.50391 -0.56560  -0.159
7 C 2.01746 1.16570 0.04419  -0.027
8 C 0.36606 -2.06318 -0.46341  -0.102
9 H 2.52741 2.02109 0.48859  0.086
10 H -0.08444 -2.68081 -1.24500  0.082
11 H 2.58993 0.25922 0.25057  0.062
12 H -2.10168 1.23059 -1.27234  0.085
13 H 0.07075 -2.44847 0.51453  0.081
14 H 1.94700 1.34167 -1.03045  0.076
15 H -3.53661 0.25966 -0.92034  0.090
16 H 1.45724 -2.15616 -0.52259  0.091
17 H -0.49060 0.34255 2.14954  0.105
18 H -2.63358 0.89751 0.45040  0.074
19 H 1.22209 -0.39766 1.84912  0.091
20 H 0.06078 -0.33755 -1.51529  0.113

Output
* LUMO energy: 0.656 eV
* HOMO: -0.3248 Ha
* HOMO-LUMO gap: 9.493 eV
* total charge: 0

=====

Model B:
Formula: C4H12N2O2
Source: the Open Molecules 2025 dataset
Level of theory: ωB97M-V with the def2-TZVPD basis set

Last column: Löwdin charge in e.
Cartesian coordinates (Å):
1 O -1.54801 -0.57427 -1.27527  -0.120
2 O -2.80206 -0.89391 0.63579  -0.044
3 N 0.81701 -0.27637 -0.23478  -0.309
4 N 1.76715 0.14993 -1.21317  0.069
5 C -2.22975 -0.00888 -0.27087  -0.455
6 C 1.23230 -1.56310 0.33086  -0.047
7 C 0.41592 0.71856 0.75916  -0.204
8 C 0.73326 2.03193 0.65277  0.009
9 H 0.46530 -1.90187 1.02706  0.093
10 H 2.40398 0.82137 -0.77167  0.087
11 H -3.01735 -1.70650 0.16473  0.087
12 H 1.31593 -2.28083 -0.48536  0.093
13 H 0.84394 2.52627 -0.30116  0.054
14 H -2.96562 0.74015 -0.60680  0.119
15 H 0.31236 0.29063 1.74894  0.122
16 H 2.19112 -1.47815 0.84300  0.088
17 H -1.37392 0.60994 0.38483  0.112
18 H -0.42225 -0.53047 -0.95200  0.103
19 H 0.60108 2.67755 1.50327  0.051
20 H 1.25962 0.64803 -1.93933  0.093

Output
* SMILES: C=CN(C)N.OCO
* LUMO energy: 0.821 eV
* HOMO: -0.3067 Ha
* HOMO-LUMO gap: 9.168 eV
* total charge: 0

=====

Model C:
Formula: C4H12N2O2
Source: the Open Molecules 2025 dataset
Level of theory: ωB97M-V with the def2-TZVPD basis set

Last column: Löwdin charge in e.
Cartesian coordinates (Å):
1 O -0.92259 -1.19138 2.82205  -0.043
2 O 1.48777 -1.84407 0.10543  0.013
3 N 1.33537 -0.13752 -1.40758  0.035
4 N -1.06375 1.68358 0.82737  0.004
5 C -0.95775 -0.72385 -0.72873  -0.060
6 C -0.02034 0.39757 -1.11468  -0.321
7 C 1.95993 -1.17246 -0.78553  -0.355
8 C 0.11108 1.45504 0.01362  -0.238
9 H 0.92804 1.14892 0.67063  0.114
10 H -0.58800 -1.03542 1.94185  -0.017
11 H -1.12790 -1.43673 -1.53409  0.093
12 H -0.39690 -0.94561 3.57883  0.038
13 H -1.93894 -0.27870 -0.63907  0.079
14 H 2.97841 -1.36728 -1.15802  0.129
15 H -0.25034 0.84994 -2.07175  0.134
16 H 0.44274 2.40243 -0.39626  0.108
17 H -1.47149 0.81268 1.11888  0.032
18 H 2.00200 0.55821 -1.71623  0.129
19 H -0.66278 -1.29080 0.13653  0.049
20 H -1.84455 2.11547 0.33675  0.077

Output
* SMILES: C[C@@H](CN)NC=O.O
* LUMO energy: 0.706 eV
* HOMO: -0.3423 Ha
* HOMO-LUMO gap: 10.021 eV
* total charge: 0

=====

Model D:
Formula: C4H12N2O2
Source: the Open Molecules 2025 dataset
Level of theory: ωB97M-V with the def2-TZVPD basis set

Last column: Löwdin charge in e.
Cartesian coordinates (Å):
1 O -1.04017 2.65967 0.49923  0.019
2 O -1.35622 -2.41841 0.76554  0.020
3 N -0.34112 -0.36372 -0.72996  -0.064
4 N 1.37133 1.06524 -1.59006  -0.012
5 C -0.86588 -1.36580 1.24628  -0.155
6 C 0.43544 0.00661 -1.87861  -0.351
7 C 0.35548 -0.80047 0.44722  -0.368
8 C 1.12754 0.13283 1.39318  -0.050
9 H 1.16474 1.18001 0.97290  0.078
10 H 0.98298 -1.71315 0.28353  0.157
11 H -0.66291 2.33573 -0.25696  -0.040
12 H -1.25641 -0.93098 2.13484  0.108
13 H 1.96978 1.45159 -2.40900  0.125
14 H 2.07651 -0.35419 1.29821  0.079
15 H 0.60861 0.26533 2.26086  0.034
16 H 0.85862 -0.95054 -2.37297  0.121
17 H 1.89077 0.88244 -0.80662  -0.011
18 H -0.19862 0.56529 -2.81999  0.165
19 H -1.19246 0.33355 -0.59569  0.171
20 H -0.59751 2.25522 1.18442  -0.026

Output
* SMILES: C[C@@H](C=O)NCN.O
* LUMO energy: 0.656 eV
* HOMO: -0.3409 Ha
* HOMO-LUMO gap: 9.931 eV
* total charge: 0

=====

It is model A that is the least stable of them.

=====

Model A:
Formula: C4H12N2O2
Source: the Open Molecules 2025 dataset
Level of theory: ωB97M-V with the def2-TZVPD basis set

Last column: Löwdin charge in e.
Cartesian coordinates (Å):
1 O -1.60068 1.94123 -0.72921  -0.063
2 O 1.34731 1.25932 0.36825  -0.085
3 N -1.21826 0.08323 0.73020  -0.038
4 N 1.40269 -2.38592 -0.15649  0.045
5 C 0.82060 -1.13735 0.28176  -0.392
6 C -0.61841 -0.97361 -0.10330  -0.194
7 C -2.18455 0.89694 0.04097  -0.295
8 C 1.70328 0.00904 -0.23761  -0.208
9 H 0.98463 -1.10624 1.35910  0.152
10 H 1.39614 -2.67609 -1.11299  0.073
11 H -2.83645 1.33586 0.80246  0.112
12 H -0.47331 0.68611 1.06990  0.085
13 H 1.81717 1.97512 -0.04975  0.089
14 H 1.73416 0.09431 -1.33270  0.125
15 H 2.12871 -2.75989 0.42307  0.072
16 H -0.65454 1.96651 -0.55375  0.053
17 H -0.77184 -0.93332 -1.18684  0.127
18 H -1.17319 -1.88797 0.13662  0.115
19 H 2.74262 -0.21418 0.01564  0.110
20 H -2.79968 0.29902 -0.62837  0.116

Output
* SMILES: N[C@@H](CO)CNCO
* LUMO energy: 0.652 eV
* HOMO: -0.3255 Ha
* HOMO-LUMO gap: 9.509 eV
* total charge: 0

=====

Model B:
Formula: C4H12N2O2
Source: the Open Molecules 2025 dataset
Level of theory: ωB97M-V with the def2-TZVPD basis set

Last column: Löwdin charge in e.
Cartesian coordinates (Å):
1 O -0.14780 0.45816 3.55447  -0.075
2 O -1.74425 0.14567 1.22022  0.019
3 N -2.44773 -0.92460 -0.58644  0.158
4 N -0.09860 -0.83919 -1.83516  0.049
5 C 2.20987 0.62639 -0.54555  -0.092
6 C -0.28007 0.17447 -0.82509  -0.337
7 C 0.86573 0.30429 0.16492  -0.222
8 C -1.51116 -0.19622 0.06029  -0.485
9 H -3.26298 -1.23108 -0.08252  0.110
10 H 1.00147 -0.67301 0.66940  0.124
11 H -0.44397 -0.18124 2.89622  0.001
12 H 0.37796 -0.42941 -2.63257  0.082
13 H -2.39934 -1.24862 -1.53587  0.089
14 H 2.70552 -0.34543 -0.62630  0.072
15 H -0.25875 1.30379 3.11307  0.020
16 H 0.66730 1.00022 0.97330  0.092
17 H 0.54363 -1.56354 -1.52646  0.090
18 H -0.65367 1.14276 -1.21884  0.166
19 H 2.02556 1.30230 -1.37812  0.074
20 H 2.85130 1.17428 0.14101  0.065

Output
* SMILES: CC[C@@H](N)C(N)=O.O
* LUMO energy: 0.731 eV
* HOMO: -0.3520 Ha
* HOMO-LUMO gap: 10.311 eV
* total charge: 0

=====

Model C:
Formula: C4H12N2O2
Source: the Open Molecules 2025 dataset
Level of theory: ωB97M-V with the def2-TZVPD basis set

Last column: Löwdin charge in e.
Cartesian coordinates (Å):
1 O 2.07314 0.58581 0.78851  -0.201
2 O -0.62198 1.59374 -1.78720  0.066
3 N 0.20654 -1.60033 1.12403  0.031
4 N -0.49312 1.54071 0.45676  0.129
5 C 2.48681 0.27696 -0.51591  -0.194
6 C -1.96447 -0.02509 -0.76384  -0.103
7 C -1.03912 1.08998 -0.61246  -0.488
8 C -2.44640 -0.75158 0.24992  0.032
9 H -3.21008 -1.49101 0.07398  0.063
10 H -0.15000 -2.24226 1.85466  0.036
11 H -2.29103 -0.46650 1.27835  0.056
12 H 1.15901 1.07194 0.74540  0.048
13 H 0.45724 -2.17166 0.32943  0.019
14 H -0.85708 1.12586 1.30658  0.061
15 H 3.35297 -0.37760 -0.44443  0.077
16 H 1.69483 -0.23488 -1.07142  0.065
17 H -2.18674 -0.27560 -1.79211  0.105
18 H 1.04220 -1.12450 1.46129  0.004
19 H 0.01626 2.29993 -1.61038  0.121
20 H 2.77104 1.17608 -1.07116  0.073

Output
* SMILES: [H]/N=C(/O)C=C.CO.N
* LUMO energy: 0.452 eV
* HOMO: -0.3498 Ha
* HOMO-LUMO gap: 9.969 eV
* total charge: 0

=====

It is model C that is the least stable of them.

=====

Model A:
Formula: C4H12N2O2
Source: the Open Molecules 2025 dataset
Level of theory: ωB97M-V with the def2-TZVPD basis set

Last column: Löwdin charge in e.
Cartesian coordinates (Å):
1 O -0.62853 -0.79759 1.22161  0.041
2 O 1.15517 0.52922 1.84459  0.036
3 N -0.32293 1.59601 -1.48919  -0.013
4 N 0.85493 -1.85575 -1.11591  0.000
5 C -0.02683 0.16237 1.99793  -0.530
6 C 1.09937 -0.45665 -1.51645  -0.248
7 C -0.94092 0.77850 3.01405  0.005
8 C -0.23846 0.21828 -1.93355  -0.304
9 H -1.08023 -0.40897 -1.55278  0.110
10 H 0.01592 -1.23459 0.56776  0.091
11 H 1.43888 0.07664 -0.60880  0.090
12 H -0.66515 1.78825 3.24051  0.081
13 H -1.20798 1.97040 -1.82069  0.063
14 H -0.44872 1.61996 -0.44195  0.079
15 H -0.79155 0.16190 3.90229  0.095
16 H 1.66232 -2.38329 -0.89011  0.072
17 H -1.98491 0.67965 2.76001  0.080
18 H 1.88953 -0.33944 -2.28893  0.114
19 H -0.25865 0.20302 -3.01650  0.099
20 H 0.47875 -2.30791 -1.87390  0.041

Output
* SMILES: CC(=O)O.NCCN
* LUMO energy: 0.942 eV
* HOMO: -0.3488 Ha
* HOMO-LUMO gap: 10.432 eV
* total charge: 0

=====

Model B:
Formula: C4H12N2O2
Source: the Open Molecules 2025 dataset
Level of theory: ωB97M-V with the def2-TZVPD basis set

Last column: Löwdin charge in e.
Cartesian coordinates (Å):
1 O 3.22965 -0.66823 6.45934  0.039
2 O -0.57560 -1.09719 0.80009  0.051
3 N 0.86788 -0.84321 -0.94257  0.062
4 N -0.94241 1.55230 -0.60480  0.035
5 C -2.87132 -0.05655 -0.84617  -0.047
6 C -0.32363 -0.67141 -0.30861  -0.465
7 C 1.46184 0.07490 -2.02768  -0.031
8 C -1.34763 0.28152 -1.15471  -0.325
9 H 0.73573 0.41864 -2.74679  0.055
10 H -1.58085 1.92152 0.08370  0.084
11 H -2.95044 -1.03979 -1.40452  0.094
12 H -0.12654 2.03222 -0.78292  0.037
13 H 1.94043 -0.50175 -2.83015  0.083
14 H 3.82211 -1.24683 6.20080  -0.053
15 H -3.62125 0.47100 -1.40813  0.055
16 H 1.44068 -1.35294 -0.45428  0.050
17 H 3.03596 -0.24752 5.66150  0.014
18 H -1.08157 0.26661 -2.31611  0.141
19 H -3.16147 -0.09849 0.17334  0.058
20 H 2.04842 0.80520 -1.55134  0.064

Output
* SMILES: CNC(=O)[C@@H](C)N.O
* LUMO energy: 0.730 eV
* HOMO: -0.3085 Ha
* HOMO-LUMO gap: 9.123 eV
* total charge: 0

=====

It is model B that is the least stable of them.

=====

Model A:
Formula: C4H12N2O2
Source: the Open Molecules 2025 dataset
Level of theory: ωB97M-V with the def2-TZVPD basis set

Last column: Löwdin charge in e.
Cartesian coordinates (Å):
1 O -2.46411 -1.94598 0.65817  -0.106
2 O 0.16494 -1.88020 0.98861  0.032
3 N 1.46799 1.39227 0.10036  0.028
4 N 2.01100 -0.77512 1.53949  0.163
5 C 0.80477 0.16962 -0.32866  -0.308
6 C -0.65771 0.24164 -0.70652  -0.214
7 C 0.88487 -0.90313 0.82234  -0.468
8 C -1.14805 1.46753 -1.47551  -0.093
9 H -1.46558 -1.96807 0.61749  -0.014
10 H 0.99564 1.91041 0.83379  0.092
11 H -1.87963 2.02679 -0.88263  0.076
12 H -1.26091 0.12981 0.19630  0.102
13 H -1.74353 1.25487 -2.36365  0.066
14 H -2.68111 -2.68203 1.22970  0.020
15 H 1.58352 2.06354 -0.64693  0.072
16 H 1.58815 -0.29345 -0.96223  0.160
17 H 2.65029 -0.00095 1.47373  0.093
18 H -0.33162 2.03549 -1.91912  0.061
19 H -0.85569 -0.69265 -1.26657  0.126
20 H 2.33675 -1.55040 2.09185  0.114

Output
* SMILES: CC[C@@H](N)C(N)=O.O
* LUMO energy: 0.732 eV
* HOMO: -0.3590 Ha
* HOMO-LUMO gap: 10.499 eV
* total charge: 0

=====

Model B:
Formula: C4H12N2O2
Source: the Open Molecules 2025 dataset
Level of theory: ωB97M-V with the def2-TZVPD basis set

Last column: Löwdin charge in e.
Cartesian coordinates (Å):
1 O -0.66006 -1.14011 0.94591  0.011
2 O 3.20572 0.93292 -0.03845  -0.009
3 N 1.30412 1.42619 1.08433  0.055
4 N 2.36132 -0.46934 1.56129  0.065
5 C -3.03910 -0.31334 -1.42924  -0.111
6 C 2.04406 0.38284 0.47839  -0.656
7 C -1.67997 0.06092 -0.87613  -0.228
8 C -1.04993 -1.13664 -0.21757  -0.253
9 H -3.54204 0.56678 -1.84032  0.078
10 H 1.85628 1.66524 1.90889  0.091
11 H -2.94455 -1.05880 -2.22589  0.077
12 H 1.52975 -1.02237 1.77263  0.066
13 H -1.77438 0.86542 -0.14012  0.117
14 H -0.89376 -2.01553 -0.86729  0.131
15 H -1.01699 0.40260 -1.67740  0.121
16 H 1.49870 -0.12050 -0.32274  0.126
17 H 0.47563 0.98491 1.48646  0.062
18 H 3.05853 -1.12626 1.22143  0.082
19 H 2.94154 1.85732 -0.17673  0.094
20 H -3.67485 -0.74225 -0.64745  0.082

Output
* SMILES: NC(N)O.CCC=O
* LUMO energy: 0.654 eV
* HOMO: -0.3455 Ha
* HOMO-LUMO gap: 10.054 eV
* total charge: 0

=====

It is model B that is the least stable of them.